No. 1
Formula: C11H26BrN3O8P2S2
Source: the Open Molecules 2025 dataset
Level of theory: ωB97M-V with the def2-TZVPD basis set

For the LUMO energy, the calculation gives -0.031 eV. As for the net charge: 0. As for the frontier orbital gap: 7.618 eV.

Geometry (Å):
C (-0.721, -2.927, -2.923)
C (0.061, -2.044, -3.890)
C (0.537, -0.736, -3.284)
O (0.943, -0.948, -1.919)
C (1.390, 0.153, -1.235)
N (0.205, 0.931, -0.634)
P (0.282, 2.659, -1.282)
N (1.371, 3.593, -0.817)
C (-0.079, 0.752, 0.863)
Br (-1.225, 2.197, 1.383)
C (-0.847, -0.585, 0.973)
S (-2.227, -0.721, -0.179)
C (-3.542, -0.142, 0.953)
C (-4.460, 0.949, 0.423)
C (1.262, 0.805, 1.720)
O (1.481, 2.066, 2.225)
S (1.187, -0.415, 3.099)
O (2.395, 0.610, 0.882)
C (2.385, -0.308, -0.160)
O (2.042, -1.565, 0.362)
P (4.116, -0.352, -1.013)
N (4.611, 1.137, -0.415)
O (4.738, -1.581, -0.124)
H (-1.040, -3.841, -3.421)
H (-1.612, -2.424, -2.549)
H (-0.118, -3.204, -2.061)
H (0.907, -2.595, -4.305)
H (-0.581, -1.784, -4.733)
H (1.409, -0.345, -3.821)
H (-0.252, 0.025, -3.318)
H (1.904, 0.874, -1.880)
H (-0.662, 0.495, -1.040)
H (0.376, 2.181, -2.602)
H (-1.071, 2.992, -1.221)
H (1.960, 3.495, -0.006)
H (-0.146, -1.386, 0.738)
H (-1.200, -0.701, 1.999)
H (-2.978, 0.203, 1.813)
H (-4.090, -1.034, 1.243)
H (-4.148, 1.916, 0.813)
H (-4.476, 1.000, -0.668)
H (-5.473, 0.772, 0.773)
H (1.429, 2.043, 3.194)
H (2.528, -0.414, 3.116)
H (2.170, -2.235, -0.330)
H (5.506, 1.433, -0.785)
H (4.557, 1.314, 0.581)
H (4.421, -1.657, 0.790)
C (-3.216, 0.117, 4.201)
O (-2.042, 0.298, 3.766)
O (-3.288, -0.691, 5.345)
O (-4.300, 0.525, 3.785)
H (-2.379, -0.904, 5.572)

No. 2
Formula: C21H29AlBrCaClF6I2LiNO8
Source: the Open Molecules 2025 dataset
Level of theory: ωB97M-V with the def2-TZVPD basis set

For the LUMO energy, the calculation gives -6.290 eV. As for the net charge: 0. As for the frontier orbital gap: 0.971 eV.

Geometry (Å):
C (0.038, -1.949, 1.698)
C (-1.254, -2.252, 1.699)
C (-2.803, -2.614, 1.537)
C (-3.790, -2.338, 2.798)
N (-5.163, -2.508, 2.142)
I (-5.863, -4.475, 1.906)
C (-5.083, -2.047, 0.678)
C (-3.535, -1.660, 0.433)
I (-3.063, 0.508, 0.485)
H (1.159, -1.885, 1.398)
H (-2.985, -3.676, 1.130)
H (-3.858, -1.255, 3.181)
H (-3.841, -3.075, 3.672)
H (-5.959, -2.105, 2.691)
H (-5.300, -2.849, -0.137)
H (-5.867, -1.182, 0.695)
H (-3.048, -1.952, -0.587)
F (-1.473, -4.102, -1.549)
Al (-0.510, -3.072, -2.644)
F (-1.600, -2.006, -3.565)
F (0.411, -4.099, -3.770)
F (0.619, -2.081, -1.684)
F (3.082, -3.870, -0.599)
C (3.830, -4.658, -1.383)
C (3.402, -5.949, -1.657)
C (4.175, -6.765, -2.475)
C (5.374, -6.286, -3.001)
C (5.797, -4.991, -2.716)
C (5.018, -4.170, -1.906)
H (2.471, -6.307, -1.233)
H (3.845, -7.775, -2.703)
H (5.980, -6.927, -3.637)
H (6.733, -4.622, -3.123)
H (5.327, -3.156, -1.681)
C (-0.006, 2.490, 2.362)
C (-0.583, 3.527, 1.455)
O (-0.844, 4.610, 2.323)
C (0.081, 4.504, 3.319)
O (0.347, 5.387, 4.088)
O (0.674, 3.275, 3.329)
F (-1.758, 3.110, 0.925)
H (-0.773, 1.887, 2.858)
H (0.684, 1.821, 1.844)
H (0.091, 3.851, 0.656)
C (-4.439, 5.126, -1.941)
C (-3.151, 5.495, -1.166)
O (-2.132, 5.183, -1.943)
H (-4.484, 4.056, -2.171)
H (-5.317, 5.368, -1.333)
H (-4.526, 5.684, -2.879)
H (-3.244, 4.984, -0.193)
H (-3.284, 6.551, -0.874)
Li (6.979, -8.336, -4.583)
C (7.987, -1.612, -3.369)
O (7.447, -2.501, -2.403)
H (7.901, -2.068, -4.356)
H (7.431, -0.671, -3.354)
H (9.041, -1.426, -3.148)
H (7.537, -2.072, -1.540)
Ca (4.872, -9.870, -5.075)
Br (-2.252, -4.420, 2.884)
C (-2.270, 7.790, 4.082)
C (-2.443, 7.488, 2.626)
O (-3.355, 8.487, 2.196)
C (-3.247, 9.529, 3.068)
O (-3.755, 10.606, 2.905)
O (-2.489, 9.191, 4.149)
H (-1.273, 7.534, 4.445)
H (-3.015, 7.286, 4.706)
H (-1.510, 7.594, 2.064)
H (-2.850, 6.490, 2.453)
Cl (9.663, -7.779, -4.505)

No. 3
Formula: C16H20Br12F3NO6S
Source: the Open Molecules 2025 dataset
Level of theory: ωB97M-V with the def2-TZVPD basis set

For the LUMO energy, the calculation gives -0.466 eV. As for the net charge: 0. As for the frontier orbital gap: 8.969 eV.

Geometry (Å):
C (-3.638, -1.678, -2.285)
C (-2.361, -0.965, -2.856)
N (-2.523, 0.045, -3.598)
C (-0.938, -1.482, -2.577)
C (-0.048, -0.580, -1.658)
O (0.469, 0.476, -2.490)
S (-0.251, 1.914, -2.151)
O (-0.786, 2.477, -3.336)
O (0.566, 2.870, -1.459)
O (-1.282, 1.325, -1.046)
C (-0.676, 0.159, -0.424)
C (0.565, 0.528, 0.453)
C (0.257, 1.324, 1.745)
O (-0.832, 2.263, 1.604)
C (-1.532, 2.435, 2.765)
O (-1.156, 3.051, 3.691)
C (-1.790, -0.540, 0.386)
C (-1.562, -2.056, 0.653)
C (-0.587, -2.337, 1.798)
F (-0.814, -1.967, 3.082)
C (0.552, -3.018, 1.528)
F (1.774, -2.569, 1.781)
F (0.513, -4.202, 0.929)
H (-4.254, -0.874, -1.833)
H (-4.215, -2.189, -3.070)
H (-3.299, -2.343, -1.469)
H (-3.535, 0.213, -3.649)
H (-0.971, -2.540, -2.249)
H (-0.428, -1.512, -3.564)
H (0.714, -1.236, -1.189)
H (1.369, 1.011, -0.134)
H (1.003, -0.439, 0.784)
H (1.165, 1.923, 1.976)
H (0.074, 0.696, 2.639)
H (-2.545, 1.965, 2.795)
H (-2.732, -0.364, -0.170)
H (-1.958, -0.066, 1.374)
H (-1.211, -2.632, -0.219)
H (-2.542, -2.506, 0.940)
C (5.322, -3.900, 1.526)
Br (4.881, -5.712, 1.020)
Br (7.189, -3.715, 1.975)
Br (4.781, -2.632, 0.175)
H (4.755, -3.673, 2.421)
C (-2.519, 6.123, 4.351)
Br (-3.388, 7.670, 5.115)
Br (-3.236, 5.690, 2.609)
Br (-0.602, 6.328, 4.305)
H (-2.733, 5.283, 5.001)
C (2.540, 5.631, -1.447)
Br (2.013, 7.486, -1.554)
Br (3.999, 5.229, -2.646)
Br (2.941, 5.106, 0.367)
H (1.691, 5.037, -1.767)
C (2.426, -5.303, -2.084)
Br (0.949, -6.518, -1.816)
Br (3.646, -5.940, -3.434)
Br (1.815, -3.509, -2.461)
H (2.976, -5.260, -1.151)

No. 4
Formula: C4H2MnO5
Source: the Open Molecules 2025 dataset
Level of theory: ωB97M-V with the def2-TZVPD basis set

For the LUMO energy (alpha / beta), the calculation gives -18.747 / -20.095 eV. Its spin multiplicity is 5. The energy relative to the best compared isomer or geometry (same formula, charge and spin) is 200.4 kJ/mol. As for the net charge: +3. As for the frontier orbital gap (alpha / beta): 7.361 / 5.179 eV.

Geometry (Å):
O (0.239, -2.919, -0.156)
C (0.277, -1.769, -0.324)
Mn (0.261, 0.024, -0.595)
O (-2.529, 0.041, -1.599)
C (-1.435, 0.026, -1.197)
C (1.936, 0.122, -1.264)
O (3.014, 0.120, -1.713)
C (0.209, 1.783, -0.174)
O (0.140, 2.942, -0.050)
O (-0.805, -0.504, 2.292)
H (-1.362, 0.291, 2.206)
H (0.054, -0.157, 2.575)

No. 5
Formula: C13H28B3Br2FO7S2
Source: the Open Molecules 2025 dataset
Level of theory: ωB97M-V with the def2-TZVPD basis set

For the LUMO energy, the calculation gives 0.370 eV. As for the net charge: 0. As for the frontier orbital gap: 9.289 eV.

Geometry (Å):
C (5.131, -1.640, -0.031)
C (4.931, -0.138, -0.029)
O (3.742, 0.114, -0.795)
C (3.167, 1.341, -0.723)
O (3.184, 2.014, 0.274)
C (2.472, 1.686, -2.020)
C (1.324, 0.706, -2.306)
C (0.132, 0.904, -1.370)
B (-1.035, -0.098, -1.591)
O (-0.897, -1.284, -2.318)
B (-1.459, -2.395, -1.733)
F (-0.913, -3.580, -1.931)
O (-2.569, -2.274, -0.934)
B (-2.674, -1.048, -0.280)
C (-3.146, -1.038, 1.223)
Br (-1.706, -1.960, 2.162)
C (-3.501, 0.293, 1.862)
C (-4.651, 0.971, 1.134)
Br (-1.993, 1.521, 1.972)
O (-2.273, 0.072, -0.967)
H (4.504, -2.122, 0.719)
H (6.175, -1.897, 0.143)
H (4.855, -2.005, -1.022)
H (4.816, 0.266, 0.977)
H (5.758, 0.378, -0.523)
H (2.103, 2.706, -1.911)
H (3.200, 1.619, -2.830)
H (1.021, 0.824, -3.348)
H (1.721, -0.301, -2.177)
H (-0.268, 1.921, -1.449)
H (0.440, 0.774, -0.323)
H (-4.023, -1.682, 1.327)
H (-3.785, 0.127, 2.900)
H (-5.491, 0.277, 1.037)
H (-4.989, 1.825, 1.722)
H (-4.345, 1.331, 0.152)
C (2.420, -3.073, -2.985)
S (3.748, -3.298, -4.176)
O (4.239, -1.941, -4.533)
C (2.692, -3.845, -5.523)
H (2.863, -2.686, -2.069)
H (1.700, -2.356, -3.381)
H (1.940, -4.031, -2.788)
H (1.951, -3.074, -5.732)
H (2.210, -4.783, -5.246)
H (3.328, -3.999, -6.392)
C (-2.333, 3.382, 5.111)
S (-3.963, 2.627, 5.144)
O (-4.651, 2.988, 3.875)
C (-4.655, 3.686, 6.419)
H (-1.787, 2.866, 4.324)
H (-2.418, 4.445, 4.886)
H (-1.850, 3.224, 6.075)
H (-4.600, 4.723, 6.088)
H (-4.102, 3.543, 7.347)
H (-5.693, 3.394, 6.558)

No. 6
Formula: C45H58N11O
Source: the Open Molecules 2025 dataset
Level of theory: ωB97M-V with the def2-TZVPD basis set

For the LUMO energy, the calculation gives 2.610 eV. The energy relative to the best compared isomer or geometry (same formula, charge and spin) is 935.7 kJ/mol. As for the net charge: -1. As for the frontier orbital gap: 8.494 eV.

Geometry (Å):
C (0.367, -0.539, 0.488)
O (-0.189, 0.718, 0.739)
H (0.149, -1.005, -0.436)
H (0.079, -1.330, 1.205)
H (1.509, -0.769, 0.816)
N (-4.172, -1.303, 1.096)
C (-5.181, -1.978, 0.512)
C (-4.868, -3.298, 0.726)
C (-3.547, -3.281, 1.344)
C (-3.164, -2.047, 1.434)
H (-4.242, -0.315, 1.112)
H (-5.996, -1.400, 0.142)
H (-5.546, -4.181, 0.508)
H (-2.885, -4.194, 1.660)
H (-2.436, -1.685, 2.056)
N (-0.243, 2.368, -1.273)
C (-1.198, 3.327, -1.268)
C (-1.139, 4.051, -2.433)
C (0.251, 3.605, -3.076)
C (0.723, 2.572, -2.346)
H (-0.153, 1.451, -0.695)
H (-1.711, 3.577, -0.383)
H (-1.759, 4.909, -2.506)
H (0.500, 4.098, -3.989)
H (1.688, 2.103, -2.327)
N (-0.253, -3.729, -2.157)
C (-1.293, -3.766, -1.307)
C (-1.856, -4.993, -1.448)
C (-1.164, -5.710, -2.620)
C (-0.201, -4.915, -3.004)
H (0.345, -3.017, -2.264)
H (-1.577, -3.039, -0.462)
H (-2.591, -5.366, -0.839)
H (-1.318, -6.833, -2.950)
H (0.401, -4.878, -3.910)
N (2.906, -4.975, 1.536)
C (4.109, -5.030, 2.183)
C (4.255, -3.780, 2.646)
C (3.142, -2.882, 2.067)
C (2.227, -3.687, 1.371)
H (2.399, -5.805, 1.187)
H (4.762, -5.999, 2.088)
H (5.128, -3.295, 2.910)
H (2.840, -1.956, 2.211)
H (1.272, -3.616, 1.164)
N (-1.802, 0.837, -3.219)
C (-2.279, 0.956, -4.571)
C (-2.886, -0.193, -4.829)
C (-2.997, -0.997, -3.598)
C (-2.367, -0.359, -2.586)
H (-1.273, 1.300, -2.620)
H (-2.047, 1.745, -4.955)
H (-3.450, -0.260, -5.754)
H (-3.481, -1.716, -3.265)
H (-2.556, -0.574, -1.478)
N (-2.807, 1.312, 1.628)
C (-3.336, 1.202, 2.905)
C (-4.621, 1.583, 2.862)
C (-4.942, 1.876, 1.465)
C (-3.789, 1.755, 0.782)
H (-1.734, 1.095, 1.475)
H (-2.952, 0.691, 3.709)
H (-5.229, 1.625, 3.714)
H (-6.054, 2.256, 1.165)
H (-3.517, 2.172, -0.260)
N (4.377, 1.265, -1.020)
C (5.375, 1.747, -1.828)
C (5.975, 0.676, -2.539)
C (5.159, -0.459, -1.992)
C (4.084, -0.079, -1.100)
H (3.873, 1.768, -0.296)
H (5.696, 2.865, -2.036)
H (6.712, 0.583, -3.188)
H (5.508, -1.534, -2.469)
H (3.808, -0.641, -0.317)
N (2.342, 2.156, 0.897)
C (3.407, 1.701, 1.708)
C (4.378, 2.601, 1.644)
C (3.732, 3.723, 0.971)
C (2.547, 3.393, 0.399)
H (1.311, 1.682, 0.957)
H (3.174, 0.923, 2.301)
H (5.156, 2.526, 2.311)
H (4.235, 4.749, 0.814)
H (1.926, 3.841, -0.253)
N (0.185, -1.174, -4.047)
C (0.328, -2.086, -5.172)
C (1.622, -2.465, -5.105)
C (2.288, -1.858, -3.829)
C (1.334, -1.091, -3.240)
H (-0.761, -0.724, -3.776)
H (-0.676, -2.249, -5.693)
H (2.229, -3.179, -5.765)
H (3.315, -1.934, -3.530)
H (1.211, -0.658, -2.362)
N (-2.377, 4.143, 2.632)
C (-2.815, 5.387, 3.060)
C (-1.747, 6.168, 3.368)
C (-0.553, 5.290, 3.076)
C (-1.043, 4.105, 2.497)
H (-2.758, 3.281, 2.305)
H (-3.936, 5.394, 2.903)
H (-1.684, 7.179, 3.587)
H (0.428, 5.556, 3.215)
H (-0.712, 3.013, 2.245)
N (0.328, 0.226, 3.438)
C (0.433, -1.085, 3.979)
C (1.011, -1.034, 5.243)
C (1.069, 0.542, 5.495)
C (0.608, 1.204, 4.383)
H (0.221, 0.481, 2.275)
H (0.202, -2.018, 3.446)
H (1.309, -1.680, 5.845)
H (1.345, 1.085, 6.459)
H (0.568, 2.207, 4.029)

No. 7
Formula: C4H9NO4
Source: the Open Molecules 2025 dataset
Level of theory: ωB97M-V with the def2-TZVPD basis set

For the LUMO energy, the calculation gives 0.740 eV. The structure (SMILES) is [O-]/[N+](O)=C/O.CCC=O. The energy relative to the best compared isomer or geometry (same formula, charge and spin) is 497.2 kJ/mol. As for the net charge: 0. As for the frontier orbital gap: 9.394 eV.

Geometry (Å):
C (-2.631, -0.342, -0.272)
C (-1.399, -0.302, 0.623)
C (-0.516, 0.865, 0.335)
C (1.791, 0.127, -1.110)
N (1.872, -0.644, -0.080)
O (1.348, -1.756, 0.089)
O (2.582, -0.100, 1.013)
O (0.207, 1.412, 1.128)
O (2.321, 1.350, -1.166)
H (-3.223, 0.564, -0.153)
H (-2.346, -0.431, -1.318)
H (-3.255, -1.194, -0.014)
H (-1.672, -0.287, 1.680)
H (-0.790, -1.203, 0.459)
H (-0.581, 1.236, -0.710)
H (1.319, -0.251, -2.001)
H (2.410, -0.688, 1.767)
H (2.563, 1.643, -0.272)

No. 8
Formula: C5H11NS
Source: the Open Molecules 2025 dataset
Level of theory: ωB97M-V with the def2-TZVPD basis set

For the LUMO energy (alpha / beta), the calculation gives 0.580 / 0.579 eV. The energy relative to the best compared isomer or geometry (same formula, charge and spin) is 405.9 kJ/mol. As for the net charge: 0. As for the frontier orbital gap (alpha / beta): 8.346 / 8.345 eV.

Geometry (Å):
C (0.018, -1.278, 0.862)
C (-0.239, -1.730, -0.547)
C (0.112, -0.380, -0.292)
C (1.487, 1.543, 0.422)
C (1.203, 0.542, -0.666)
N (-1.697, 0.787, -0.637)
S (-2.920, 0.062, 0.205)
H (-0.870, -1.353, 1.582)
H (0.888, -1.511, 1.363)
H (0.329, -2.618, -0.960)
H (-1.346, -1.865, -0.763)
H (0.594, 2.161, 0.708)
H (2.303, 2.301, 0.341)
H (1.867, 0.900, 1.273)
H (2.122, -0.004, -1.102)
H (0.916, 1.027, -1.647)
H (-1.858, 0.596, -1.612)
H (-2.909, 0.820, 1.471)

No. 9
Formula: C13H29Br4N3O3
Source: the Open Molecules 2025 dataset
Level of theory: ωB97M-V with the def2-TZVPD basis set

For the LUMO energy (alpha / beta), the calculation gives -3.200 / -8.215 eV. Its spin multiplicity is 2. As for the net charge: +1. As for the frontier orbital gap (alpha / beta): 7.993 / 2.978 eV.

Geometry (Å):
Br (3.315, -1.792, -1.455)
C (3.768, -2.801, 0.163)
C (3.242, -1.870, 1.400)
Br (4.130, -0.057, 1.226)
H (4.853, -2.908, 0.164)
H (3.337, -3.802, 0.151)
H (3.655, -2.223, 2.345)
H (2.162, -1.842, 1.538)
Br (-3.856, -1.452, 4.664)
C (-2.619, 0.044, 4.180)
C (-1.886, 0.663, 5.347)
Br (-0.745, 2.267, 4.784)
H (-3.237, 0.811, 3.714)
H (-1.865, -0.365, 3.507)
H (-1.232, -0.020, 5.889)
H (-2.626, 0.951, 6.094)
C (0.354, 0.669, 1.240)
O (-0.667, 0.020, 1.207)
N (0.754, 1.430, 0.177)
C (1.956, 2.195, 0.142)
C (-0.136, 1.575, -1.006)
H (0.974, 0.756, 2.146)
H (2.433, 2.204, 1.122)
H (1.615, 3.216, -0.033)
H (2.661, 1.776, -0.576)
H (-0.142, 2.632, -1.270)
H (0.322, 1.050, -1.844)
H (-1.153, 1.190, -0.930)
C (-2.301, -2.768, 0.127)
O (-1.892, -3.926, 0.195)
N (-3.513, -2.333, 0.593)
C (-3.596, -0.934, 0.849)
C (-4.513, -3.125, 1.346)
H (-1.730, -1.909, -0.258)
H (-4.558, -0.427, 0.778)
H (-2.807, -0.278, 0.479)
H (-3.489, -0.794, 1.925)
H (-4.773, -4.149, 1.078)
H (-4.150, -3.133, 2.374)
H (-5.473, -2.609, 1.307)
C (2.153, 2.039, -6.127)
O (2.641, 1.203, -6.893)
N (1.865, 1.818, -4.830)
C (1.690, 2.905, -3.885)
C (2.027, 0.564, -4.130)
H (1.983, 3.102, -6.359)
H (0.904, 2.799, -3.137)
H (1.438, 3.799, -4.456)
H (2.582, 3.218, -3.343)
H (1.093, 0.286, -3.640)
H (2.286, -0.298, -4.744)
H (2.769, 0.637, -3.335)

Values of energy, in order: -5253.9639, -6630.2907, -32713.6152, -1679.2189, -7157.9773, -2426.5143, -513.3882, -649.8844, -11198.4066, all in a.u..